(1)
Computed, not measured: a structure of composition C15H20BrMoN3O6S2, with ωB97M-V/def2-TZVPD.

```
48
Properties=species:S:1:pos:R:3:forces:R:3
Mo 0.35891 -0.01635 0.12294 0.262 0.165 0.084
N -1.35329 -1.38780 0.16027 -0.011 0.001 -0.023
C -2.52869 -1.37394 -0.81865 -0.011 0.006 -0.017
C -3.79212 -0.91956 -0.11243 -0.001 0.005 0.005
C -3.60649 0.37390 0.68784 0.006 -0.003 -0.002
C -2.73670 1.41859 0.00692 -0.012 -0.022 -0.011
N -1.28069 1.41994 0.47334 0.009 0.023 0.007
H -0.93656 -2.32386 0.15665 0.010 -0.002 0.005
H -1.75035 -1.30697 1.10299 -0.003 0.012 0.009
H -2.62589 -2.38551 -1.21197 0.005 -0.003 -0.001
H -2.26749 -0.71830 -1.64795 0.001 -0.001 -0.002
H -4.17113 -1.71033 0.53779 0.001 -0.002 -0.001
H -4.55240 -0.78122 -0.88428 -0.001 -0.002 -0.002
H -3.23335 0.18408 1.70269 -0.002 0.000 0.000
H -4.58877 0.81796 0.85696 -0.002 0.001 -0.001
H -3.06763 2.42861 0.26480 0.007 0.008 0.003
H -2.74834 1.34893 -1.07975 0.002 0.003 -0.003
H -1.29298 1.51993 1.49326 0.010 -0.012 0.011
H -0.87430 2.29509 0.12777 0.011 0.002 0.000
O 0.68136 -1.92982 3.51017 -0.049 -0.033 -0.038
S 1.11436 -1.03736 2.52801 0.287 0.070 0.316
O 1.08259 -1.61433 1.07196 -0.083 0.055 -0.192
O 0.14342 0.11009 2.12992 -0.147 -0.010 -0.203
C 2.62792 -0.24269 2.86510 -0.040 0.022 -0.067
C 3.23212 -0.65007 4.04069 -0.060 -0.020 -0.085
C 4.39716 -0.00584 4.49165 0.144 0.207 -0.086
C 4.92840 1.04960 3.78083 -0.087 -0.121 0.040
C 4.32843 1.47401 2.57629 0.131 -0.018 0.110
C 3.19228 0.84530 2.11307 -0.164 -0.121 -0.021
S 2.65839 1.38066 0.54132 0.282 0.058 0.269
O 3.51094 2.28337 -0.09532 -0.049 0.010 -0.055
O 1.15600 1.79384 0.56928 -0.167 -0.097 -0.060
O 2.30996 0.06239 -0.21109 -0.197 -0.084 -0.059
H 2.80561 -1.45596 4.62755 -0.005 0.000 -0.008
H 4.86386 -0.34461 5.40889 -0.003 0.007 -0.006
H 5.82069 1.55536 4.13042 -0.014 0.003 -0.010
H 4.78140 2.27830 2.00724 0.001 0.004 0.012
Br -0.48734 3.07106 -2.29267 0.000 -0.013 -0.006
C -0.17651 1.31416 -2.78317 -0.013 0.073 -0.024
C -0.11767 0.95994 -4.12412 0.001 0.009 0.013
C 0.23182 -0.33114 -4.49611 -0.001 0.000 -0.011
C 0.55963 -1.29356 -3.51981 0.012 -0.008 0.018
C 0.46430 -0.89157 -2.22295 0.018 -0.077 -0.011
N 0.07858 0.36155 -1.83632 -0.064 -0.070 0.110
H -0.32313 1.71561 -4.87382 0.001 0.004 -0.002
H 0.27819 -0.59554 -5.54850 0.001 0.000 -0.006
H 0.88075 -2.29460 -3.77857 0.003 -0.002 -0.001
H 0.76175 -1.60874 -1.42442 -0.020 -0.031 0.002
```
Positions in Å, forces in eV/Å.

The value obtained for the HOMO energy is -22.538 eV. Its total charge is +4. As for the HOMO-LUMO gap: 4.970 eV. For the relative energy (zero: lowest compared OMol25 entry of this formula, charge and spin), the calculation gives 10.79 kcal per mole.


(2)
Computed, not measured: a structure of composition C15H20BrN2O7PSeTeTl, with ωB97M-V/def2-TZVPD.

```
49
Properties=species:S:1:pos:R:3:forces:R:3
Tl 0.60514 -1.42171 -0.31607 0.233 0.057 -0.146
N -1.24827 -0.13161 3.07881 0.064 -0.027 0.173
C -0.30164 0.34201 4.10611 -0.015 0.011 -0.217
C 0.92541 1.10852 3.59297 -0.144 0.062 0.052
C 1.86764 0.30409 2.68898 0.206 -0.116 -0.001
O 3.06484 0.27288 2.97907 -0.111 -0.003 -0.068
O 1.30117 -0.26930 1.69662 -0.097 -0.102 -0.036
H -1.47032 0.65067 2.47094 -0.002 0.127 -0.037
H -0.70633 -0.73552 2.46590 0.024 0.032 -0.047
H 0.03420 -0.52804 4.67471 -0.029 -0.044 0.011
H -0.85415 0.97697 4.80473 0.012 0.018 0.038
H 1.51794 1.46295 4.43712 -0.063 0.066 0.048
H 0.58435 1.98199 3.02464 0.000 0.004 -0.002
Br 8.58213 2.07797 -2.41973 0.008 0.008 -0.004
C 6.84237 1.32100 -2.23344 0.001 -0.006 -0.002
C 6.00151 1.79575 -1.24252 -0.069 -0.010 0.000
C 4.73228 1.24407 -1.12043 0.012 0.108 -0.020
C 4.32357 0.21791 -1.96256 0.065 -0.072 0.040
C 5.19441 -0.25302 -2.93638 0.033 -0.012 0.000
C 6.45666 0.30483 -3.09013 -0.057 -0.018 -0.004
C 2.96250 -0.41227 -1.76475 -0.029 -0.004 -0.025
O 2.90400 -1.66087 -1.71546 -0.003 0.079 -0.036
O 1.99073 0.37870 -1.63047 -0.075 -0.114 0.168
H 6.33006 2.58308 -0.57731 -0.008 -0.023 -0.004
H 4.05111 1.59973 -0.35712 0.017 -0.021 -0.013
H 4.87759 -1.06801 -3.57507 0.015 -0.015 0.028
H 7.13328 -0.05195 -3.85487 -0.002 0.008 0.003
C -3.64046 3.35598 2.45889 0.022 0.059 -0.011
C -4.23487 2.11703 1.83934 0.065 0.056 -0.120
O -3.32083 1.65967 0.81675 -0.002 0.102 0.258
P -3.50151 0.32005 0.00417 0.230 0.071 -0.262
O -2.24415 -0.29029 -0.42796 -0.139 0.019 0.068
Te -4.89938 0.88666 -1.95090 -0.099 -0.083 -0.077
O -4.47389 -0.54032 0.89614 -0.128 -0.032 0.118
C -4.16685 -1.91359 1.26052 -0.023 -0.101 0.116
C -4.22970 -2.02984 2.76283 0.005 -0.002 0.026
H -4.29926 3.72099 3.24904 0.016 -0.001 -0.018
H -3.51621 4.14235 1.71309 0.001 -0.040 0.035
H -2.66722 3.13121 2.89450 0.002 0.007 0.002
H -5.20254 2.33431 1.37793 0.000 -0.035 -0.017
H -4.36176 1.32598 2.57454 -0.005 -0.065 0.016
H -3.18018 -2.16955 0.87920 0.038 0.043 -0.022
H -4.90987 -2.53870 0.76745 -0.031 0.003 -0.034
H -3.48595 -1.37620 3.22328 0.049 -0.071 -0.035
H -4.01721 -3.06215 3.04812 0.004 0.024 0.038
H -5.22184 -1.76572 3.13028 -0.043 -0.022 -0.010
Se -0.55193 0.73531 -3.20381 -0.072 0.028 -0.040
C -2.26782 0.74954 -3.28703 0.027 -0.017 0.018
N -3.46937 0.74679 -3.36613 0.096 0.061 0.053
```
Positions in Å, forces in eV/Å.

The value obtained for the HOMO energy is -5.346 eV. Its total charge is -1. As for the HOMO-LUMO gap: 6.601 eV. For the relative energy (zero: lowest compared OMol25 entry of this formula, charge and spin), the calculation gives 4.36 kcal per mole.


(3)
Computed, not measured: an isolated molecule of C15H20FNO2, with ωB97M-V/def2-TZVPD.

```
39
Properties=species:S:1:pos:R:3:forces:R:3
C -6.63239 -1.17302 1.20684 0.414 0.107 -0.203
C -5.63409 -1.17837 0.06500 -0.334 -0.252 -0.248
H -6.05624 -0.72767 -0.83999 0.081 -0.111 0.114
H -5.31400 -2.19691 -0.18156 -0.049 0.155 -0.021
O -4.48686 -0.42143 0.46185 -0.183 0.060 0.434
C -3.53549 -0.25124 -0.45885 0.243 0.233 0.032
O -3.60602 -0.68553 -1.57873 0.002 -0.056 -0.100
C -2.36373 0.52570 0.10367 0.001 -0.160 -0.304
C -1.85254 1.54612 -0.91242 0.005 0.100 0.206
C -0.58991 2.22482 -0.39261 -0.151 0.002 -0.233
N 0.43782 1.23622 -0.13380 0.021 0.146 0.080
C 0.00235 0.30804 0.89218 -0.066 -0.322 -0.070
C -1.22889 -0.45590 0.41968 0.029 0.167 0.240
H -0.98025 -1.00983 -0.48647 0.002 -0.061 -0.012
H -1.54167 -1.16363 1.18921 -0.001 -0.051 0.000
H -0.23005 0.83614 1.83702 0.064 -0.004 -0.019
H 0.81641 -0.39405 1.08762 -0.066 0.045 0.072
C 1.71996 1.83329 0.19034 -0.034 0.071 -0.077
C 2.82499 0.81294 0.12852 0.054 0.041 0.080
C 2.84680 -0.11137 -0.91035 0.087 0.066 0.113
C 3.85504 -1.05191 -0.99945 0.203 -0.092 0.064
C 4.84918 -1.05231 -0.03728 -0.056 0.096 0.056
C 4.85558 -0.14527 1.00494 0.163 -0.213 -0.114
C 3.83344 0.78507 1.08176 -0.123 -0.013 -0.158
H 3.82468 1.49718 1.89419 -0.025 0.067 0.092
H 5.64523 -0.17532 1.73901 0.090 -0.035 0.059
F 5.84100 -1.96697 -0.11695 -0.084 0.065 0.004
H 3.88173 -1.77628 -1.79811 0.026 -0.084 -0.074
H 2.05400 -0.08874 -1.64116 -0.094 -0.028 -0.092
H 1.71253 2.31874 1.18375 0.017 -0.002 -0.082
H 1.92290 2.60988 -0.55556 -0.072 0.030 0.102
H -0.83194 2.80554 0.51824 0.052 0.019 -0.035
H -0.21665 2.92142 -1.14776 -0.008 0.024 0.080
H -1.62923 1.02510 -1.84383 -0.021 0.037 -0.039
H -2.61705 2.29876 -1.11252 -0.022 0.011 -0.049
H -2.68659 1.02227 1.02338 0.034 -0.021 -0.047
H -7.51134 -1.74563 0.92565 -0.096 -0.056 -0.012
H -6.93068 -0.15420 1.43882 -0.082 0.078 0.047
H -6.18823 -1.61534 2.09443 -0.019 -0.057 0.113
```
Positions in Å, forces in eV/Å.

The value obtained for the HOMO energy is -8.824 eV. Its total charge is 0. The SMILES is CCOC(=O)C1CCN(Cc2ccc(F)cc2)CC1. As for the HOMO-LUMO gap: 9.692 eV. For the relative energy (zero: lowest compared OMol25 entry of this formula, charge and spin), the calculation gives 6.84 kcal per mole.